{"formula": "C5H12N2S", "method": "ωB97M-V/def2-TZVPD", "elements": ["C", "C", "C", "C", "C", "H", "H", "H", "H", "H", "H", "H", "H", "H", "H", "H", "H", "N", "N", "S"], "coordinates": [[-1.999, 0.831, 0.016], [-1.356, -0.581, 0.393], [-2.358, -1.398, -0.346], [0.842, 0.177, -0.253], [2.983, 1.274, 0.044], [-2.179, 0.970, -1.217], [-3.033, 0.729, 0.507], [-1.231, 1.722, 0.355], [-1.315, -0.732, 1.521], [-2.877, -0.864, -1.510], [-3.383, -1.484, 0.426], [-1.795, -2.370, -0.624], [0.526, 1.234, -0.437], [2.561, 2.122, -0.425], [3.052, 1.250, 1.140], [4.025, 1.166, -0.469], [2.282, -1.836, 1.159], [0.051, -0.729, 0.121], [2.223, 0.036, -0.318], [2.982, -1.520, -0.081]], "orbital_gap_ev": 9.41, "spin_multiplicity": 1, "e_homo_ev": -8.64, "lumo_energy_ev": 0.774, "de_lowest_kj_mol": 382.5}

=====

{"formula": "C19H21N3O2S3", "method": "ωB97M-V/def2-TZVPD", "elements": ["N", "S", "O", "O", "C", "C", "C", "C", "N", "C", "S", "C", "C", "C", "C", "C", "C", "S", "N", "C", "C", "C", "C", "C", "C", "C", "C", "H", "H", "H", "H", "H", "H", "H", "H", "H", "H", "H", "H", "H", "H", "H", "H", "H", "H", "H", "H", "H"], "coordinates": [[0.562, -0.157, -7.239], [-0.961, -0.632, -6.774], [-1.791, 0.374, -7.401], [-1.038, -1.984, -7.333], [-0.912, -0.557, -4.940], [-1.280, 0.674, -4.346], [-1.207, 0.750, -2.951], [-0.784, -0.344, -2.208], [-0.664, -0.175, -0.829], [0.481, 0.241, -0.377], [1.942, 0.608, -1.307], [2.805, 1.001, 0.169], [2.041, 0.810, 1.269], [2.580, 0.894, 2.645], [3.262, 1.979, 3.161], [3.722, 1.796, 4.555], [3.374, 0.557, 5.027], [2.529, -0.385, 3.825], [0.731, 0.499, 0.966], [-0.278, 0.186, 2.052], [-1.624, 0.986, 1.984], [-2.519, 0.601, 3.205], [-2.713, -0.944, 3.229], [-1.391, -1.637, 3.343], [-0.504, -1.338, 2.121], [-0.457, -1.573, -2.795], [-0.544, -1.683, -4.186], [1.144, -1.000, -7.213], [0.420, 0.127, -8.185], [-1.559, 1.512, -4.982], [-1.519, 1.638, -2.389], [3.881, 1.232, 0.233], [3.453, 2.877, 2.619], [4.237, 2.535, 5.168], [3.674, 0.182, 5.966], [0.131, 0.519, 2.993], [-2.197, 0.761, 1.065], [-1.447, 2.057, 2.002], [-2.079, 0.933, 4.165], [-3.466, 1.137, 3.093], [-3.358, -1.241, 4.044], [-3.224, -1.226, 2.276], [-0.892, -1.295, 4.314], [-1.579, -2.691, 3.387], [0.482, -1.848, 2.213], [-1.014, -1.705, 1.230], [-0.148, -2.420, -2.196], [-0.302, -2.631, -4.672]], "orbital_gap_ev": 8.42, "spin_multiplicity": 1, "e_homo_ev": -7.96, "lumo_energy_ev": 0.465, "de_lowest_kj_mol": 33.9, "smiles": "NS(=O)(=O)c1ccc(/N=c2\\scc(-c3cccs3)n2C2CCCCC2)cc1"}

=====

{"formula": "C32H48IN6RuS", "method": "ωB97M-V/def2-TZVPD", "elements": ["Ru", "C", "C", "C", "N", "C", "C", "C", "C", "C", "C", "C", "N", "C", "C", "C", "N", "C", "C", "C", "C", "C", "C", "C", "N", "C", "C", "H", "H", "H", "H", "H", "H", "H", "H", "H", "H", "H", "H", "H", "H", "H", "H", "H", "H", "H", "H", "H", "H", "H", "H", "H", "H", "I", "C", "H", "H", "C", "C", "C", "C", "N", "C", "S", "N", "C", "C", "C", "C", "H", "H", "H", "H", "H", "H", "H", "H", "H", "H", "H", "H", "H", "H", "H", "H", "H", "H", "H", "H"], "coordinates": [[-0.443, 1.625, 1.172], [-0.684, -2.455, 1.052], [0.811, -2.097, 0.951], [1.280, -0.900, 1.804], [1.209, 0.421, 1.193], [2.174, 0.885, 0.428], [3.228, 0.057, -0.035], [4.407, 0.356, -0.685], [4.892, 1.567, -1.143], [4.250, 2.797, -1.075], [3.043, 3.130, -0.509], [2.079, 2.355, 0.181], [1.032, 2.927, 0.740], [1.164, 4.295, 1.212], [0.241, 4.539, 2.384], [0.364, 3.470, 3.462], [-0.496, 2.351, 3.123], [-0.780, 1.404, 3.995], [-0.150, 1.305, 5.250], [-0.546, 0.625, 6.395], [-1.713, -0.070, 6.638], [-2.698, -0.379, 5.700], [-2.710, -0.213, 4.336], [-1.755, 0.420, 3.483], [-1.715, 0.312, 2.196], [-2.516, -0.702, 1.512], [-1.673, -1.423, 0.461], [-0.920, -2.636, 2.107], [-0.826, -3.408, 0.534], [1.063, -1.930, -0.097], [1.384, -2.969, 1.285], [2.307, -1.081, 2.138], [0.663, -0.864, 2.701], [3.128, -0.991, 0.221], [5.055, -0.501, -0.842], [5.873, 1.557, -1.603], [4.777, 3.630, -1.528], [2.777, 4.174, -0.616], [0.931, 5.028, 0.434], [2.196, 4.463, 1.529], [-0.796, 4.557, 2.048], [0.478, 5.524, 2.792], [0.047, 3.881, 4.425], [1.412, 3.156, 3.568], [0.775, 1.865, 5.326], [0.134, 0.710, 7.236], [-1.881, -0.405, 7.655], [-3.576, -0.881, 6.095], [-3.583, -0.616, 3.844], [-3.388, -0.238, 1.040], [-2.883, -1.448, 2.217], [-1.123, -0.675, -0.101], [-2.351, -1.909, -0.247], [-1.914, 4.407, -0.680], [-2.181, 2.639, 0.537], [-2.828, 2.983, 1.341], [-2.759, 1.981, -0.111], [-3.963, -0.362, -3.064], [-3.586, -1.399, -4.127], [-2.261, -2.127, -3.852], [-1.026, -1.488, -4.487], [-0.698, -0.183, -3.905], [0.016, 0.044, -2.779], [-0.481, 1.305, -1.765], [1.092, -0.721, -2.510], [2.033, -1.246, -3.513], [2.625, -2.610, -3.153], [1.732, -3.828, -3.419], [0.590, -4.022, -2.421], [-4.927, 0.094, -3.298], [-3.233, 0.444, -2.965], [-4.049, -0.839, -2.084], [-3.544, -0.927, -5.115], [-4.386, -2.139, -4.172], [-2.314, -3.151, -4.234], [-2.106, -2.194, -2.769], [-1.193, -1.337, -5.555], [-0.191, -2.169, -4.372], [-1.433, 0.499, -3.999], [1.560, -0.409, -1.673], [2.851, -0.526, -3.603], [1.542, -1.290, -4.478], [2.923, -2.600, -2.098], [3.538, -2.718, -3.743], [2.363, -4.720, -3.393], [1.335, -3.762, -4.437], [0.986, -4.213, -1.422], [-0.034, -4.873, -2.705], [-0.048, -3.140, -2.356]], "s2": 0.78, "orbital_gap_ev": [6.86, 6.16], "spin_multiplicity": 2, "e_homo_ev": [-6.61, -6.51], "lumo_energy_ev": [0.254, -0.343], "de_lowest_kj_mol": 0.0}

=====

{"formula": "C45H45N9", "method": "ωB97M-V/def2-TZVPD", "elements": ["N", "C", "C", "C", "C", "C", "H", "H", "H", "H", "H", "N", "C", "C", "C", "C", "C", "H", "H", "H", "H", "H", "N", "C", "C", "C", "C", "C", "H", "H", "H", "H", "H", "N", "C", "C", "C", "C", "C", "H", "H", "H", "H", "H", "N", "C", "C", "C", "C", "C", "H", "H", "H", "H", "H", "N", "C", "C", "C", "C", "C", "H", "H", "H", "H", "H", "N", "C", "C", "C", "C", "C", "H", "H", "H", "H", "H", "N", "C", "C", "C", "C", "C", "H", "H", "H", "H", "H", "N", "C", "C", "C", "C", "C", "H", "H", "H", "H", "H"], "coordinates": [[5.537, 6.828, -16.569], [5.424, 7.507, -15.397], [6.422, 8.349, -14.888], [7.519, 8.586, -15.717], [7.691, 7.970, -16.969], [6.690, 7.037, -17.289], [4.530, 7.272, -14.837], [6.146, 8.851, -13.973], [8.220, 9.358, -15.434], [8.538, 8.159, -17.612], [6.826, 6.315, -18.081], [8.530, 7.713, -23.622], [9.854, 7.845, -23.295], [10.309, 7.887, -21.963], [9.279, 7.967, -20.959], [7.911, 7.975, -21.328], [7.576, 7.819, -22.686], [10.535, 7.861, -24.133], [11.341, 7.933, -21.647], [9.451, 8.096, -19.900], [7.138, 8.091, -20.582], [6.558, 7.915, -23.033], [8.048, 10.343, -26.559], [7.663, 9.122, -26.121], [6.350, 8.762, -25.922], [5.387, 9.742, -26.166], [5.756, 10.987, -26.655], [7.066, 11.242, -26.867], [8.456, 8.441, -25.852], [6.031, 7.820, -25.501], [4.354, 9.439, -26.084], [4.990, 11.723, -26.852], [7.413, 12.148, -27.341], [5.037, 11.131, -16.578], [3.894, 11.784, -16.742], [3.261, 11.954, -17.991], [3.834, 11.312, -19.101], [4.978, 10.556, -18.963], [5.492, 10.470, -17.673], [3.518, 12.256, -15.845], [2.357, 12.535, -18.106], [3.310, 11.414, -20.040], [5.446, 10.124, -19.835], [6.440, 9.957, -17.616], [4.111, 8.489, -21.728], [2.991, 9.181, -22.028], [1.841, 9.106, -21.301], [1.671, 8.105, -20.287], [2.808, 7.336, -19.985], [4.013, 7.630, -20.646], [3.117, 9.835, -22.879], [0.956, 9.646, -21.604], [0.734, 7.967, -19.769], [2.728, 6.633, -19.170], [4.878, 7.091, -20.288], [8.103, 12.352, -22.927], [7.299, 11.324, -23.286], [5.919, 11.316, -23.042], [5.334, 12.341, -22.362], [6.079, 13.410, -21.922], [7.481, 13.396, -22.227], [7.575, 10.508, -23.937], [5.306, 10.470, -23.315], [4.273, 12.240, -22.190], [5.617, 14.247, -21.421], [8.228, 14.137, -21.984], [10.366, 7.149, -27.874], [11.117, 8.284, -27.769], [11.912, 8.720, -28.838], [12.056, 7.965, -29.969], [11.330, 6.751, -30.091], [10.484, 6.437, -29.001], [10.953, 8.888, -26.888], [12.552, 9.589, -28.801], [12.706, 8.171, -30.807], [11.475, 6.164, -30.986], [9.995, 5.478, -28.909], [6.027, 4.706, -20.421], [5.077, 4.163, -21.158], [5.299, 3.721, -22.482], [6.619, 3.941, -23.051], [7.567, 4.517, -22.281], [7.235, 4.814, -20.952], [4.169, 4.007, -20.594], [4.559, 3.178, -23.051], [6.790, 3.568, -24.050], [8.594, 4.633, -22.594], [7.850, 5.469, -20.353], [16.031, 5.009, -20.924], [14.805, 5.506, -20.844], [14.397, 6.648, -21.487], [15.334, 7.287, -22.263], [16.628, 6.776, -22.426], [16.929, 5.637, -21.758], [14.180, 4.987, -20.133], [13.401, 7.047, -21.363], [15.053, 8.230, -22.708], [17.351, 7.247, -23.076], [17.911, 5.268, -22.015]], "s2": 0.76, "orbital_gap_ev": [2.60, 7.16], "total_charge": -1, "spin_multiplicity": 2, "e_homo_ev": [-0.19, -4.75], "lumo_energy_ev": [2.417, 2.415]}